1.
{"formula": "C4H12N2", "method": "ωB97M-V with the def2-TZVPD basis set", "species": ["N", "C", "C", "N", "C", "C", "H", "H", "H", "H", "H", "H", "H", "H", "H", "H", "H", "H"], "coordinates": [[-0.252645, -2.832346, -1.303519], [-0.068549, -1.365934, -1.101681], [-0.791853, -0.773690, 0.089574], [-0.637593, 0.638128, -0.000679], [0.627672, 1.219009, 0.334994], [0.724713, 2.460467, 1.196357], [0.165886, -3.370516, -0.437146], [-1.248292, -3.069552, -1.410154], [0.939817, -1.300599, -1.107839], [-0.387723, -0.894597, -2.122751], [-0.458641, -1.129819, 1.059368], [-1.800870, -1.085002, -0.091840], [-1.402762, 1.110358, 0.426633], [1.140295, 1.397212, -0.662521], [1.353381, 0.380212, 0.900118], [0.274851, 3.390207, 0.753051], [0.150758, 2.371349, 2.206932], [1.671556, 2.855112, 1.271103]], "forces_ev_per_a": [[0.5345, -0.9500, 2.1309], [-2.8425, -1.8098, -2.3577], [0.8961, -0.0021, -1.2254], [-1.1115, 1.3984, 0.4401], [3.3887, -2.0271, -0.2187], [-4.3617, 0.8473, 0.6390], [-1.4160, 1.3265, -2.2764], [0.6637, 0.0044, 0.3564], [3.3539, 0.8974, 0.4341], [0.1931, -0.4147, 2.0784], [0.2837, -0.6389, 0.2060], [-0.9107, 0.2340, 0.3752], [-0.4036, 0.4521, 0.4184], [-0.0529, 0.0118, 1.2387], [-1.8040, 1.7936, -1.3341], [-0.4136, -1.0123, -0.1636], [1.4057, -0.0799, -1.5266], [2.5969, -0.0307, 0.7851]], "lowdin_charge": [-0.051, -0.298, -0.261, -0.115, -0.323, -0.125, 0.109, 0.052, 0.055, 0.150, 0.111, 0.108, 0.098, 0.118, 0.159, 0.079, 0.107, 0.027], "lumo_ev": 1.13, "smiles": "CCNCCN", "de_lowest_ev": 1.888, "homo_ev": -8.50, "multiplicity": 1, "gap_ev": 9.630}

2.
{"formula": "C4H12N2", "method": "ωB97M-V with the def2-TZVPD basis set", "species": ["C", "C", "C", "C", "N", "N", "H", "H", "H", "H", "H", "H", "H", "H", "H", "H", "H", "H"], "coordinates": [[-1.751730, 0.184081, -0.180950], [-0.812942, -0.305920, 1.004115], [0.430254, 0.555738, 1.184794], [1.756734, 0.173901, 0.488281], [1.621127, -0.342395, -0.854312], [-1.317927, -0.263939, -1.514287], [-1.518844, 1.280388, -0.150945], [-2.796067, -0.078753, -0.107186], [-0.515217, -1.363572, 0.689360], [-1.467638, -0.253767, 1.880517], [0.218444, 1.627264, 0.808190], [0.653223, 1.129082, -0.949039], [2.307382, -0.611284, 1.114733], [2.441131, 1.047456, 0.546072], [2.176321, -1.137026, -1.113359], [-0.281576, -0.365777, -1.559062], [-1.736565, -1.189106, -1.606929], [0.749948, 0.735063, 2.243959]], "forces_ev_per_a": [[2.8987, 1.0896, -0.2429], [-0.7743, -1.1302, -1.3256], [0.9639, 1.5268, -0.3429], [1.5866, -2.1028, 1.0295], [-3.6074, 3.6373, 2.7885], [-0.1286, -0.5860, 0.1789], [-1.2518, -0.4423, -0.0781], [-0.2155, 0.2485, 0.5362], [-0.3632, 1.1278, 0.9919], [0.4917, -0.4215, 0.2007], [-0.0694, -0.9550, 0.2711], [2.1687, -2.7686, -1.2520], [-0.7368, 0.6782, -0.5685], [-0.3845, -0.2803, 0.1055], [0.6899, 0.6525, -1.3671], [-1.1402, -0.2030, 0.1875], [0.4389, 0.0924, -0.4331], [-0.5668, -0.1634, -0.6796]], "lowdin_charge": [-0.292, -0.205, -0.258, -0.448, -0.019, -0.056, 0.086, 0.097, 0.126, 0.096, 0.109, 0.335, 0.122, 0.094, 0.040, -0.003, 0.056, 0.120], "lumo_ev": -1.24, "de_lowest_ev": 6.154, "homo_ev": -8.43, "multiplicity": 1, "gap_ev": 7.193}

3.
{"formula": "C4H12N2", "method": "ωB97M-V with the def2-TZVPD basis set", "species": ["C", "C", "C", "C", "N", "N", "H", "H", "H", "H", "H", "H", "H", "H", "H", "H", "H", "H"], "coordinates": [[-0.959376, -0.094647, -0.029914], [-0.222452, 0.236449, -1.164732], [1.323159, 0.950522, 0.206817], [-0.702619, -1.387893, 0.662205], [-1.870815, 0.733565, 0.482145], [2.280921, -0.122893, 0.276987], [-1.660251, -0.558475, -1.962768], [-2.460207, 0.432372, 1.238463], [-2.191977, 1.517466, -0.063498], [3.000333, 0.001461, 0.983308], [2.740008, -0.283852, -0.610504], [-0.390415, 1.155865, -1.697584], [0.442516, -0.491185, -1.591598], [0.949448, 1.213514, 1.193701], [1.615713, 1.843838, -0.355068], [0.371345, -1.478111, 0.847528], [-1.255665, -1.478671, 1.597849], [-1.009666, -2.189326, -0.013338]], "forces_ev_per_a": [[-0.0663, -0.0019, 0.1874], [0.2012, 0.1205, 0.1211], [-0.2442, -0.1195, -0.2194], [-0.0024, 0.0432, -0.0197], [0.0447, -0.0274, -0.0527], [0.0305, -0.0269, -0.0306], [0.0799, 0.0447, 0.0485], [0.0654, -0.0276, -0.0498], [0.0517, -0.0622, 0.0076], [-0.0899, 0.0349, -0.0773], [-0.0117, 0.0380, 0.0582], [-0.0268, 0.0028, 0.0327], [0.0073, -0.0415, 0.0302], [-0.0062, -0.0084, -0.0046], [-0.0002, -0.0618, 0.0267], [-0.0546, 0.0220, -0.0208], [0.0088, 0.0379, -0.0459], [0.0128, 0.0331, 0.0083]], "lowdin_charge": [-0.542, -0.171, -0.207, -0.030, 0.160, -0.072, 0.043, 0.111, 0.117, 0.061, 0.062, 0.061, 0.064, 0.055, 0.051, 0.071, 0.082, 0.084], "lumo_ev": [0.86, 0.77], "de_lowest_ev": 5.558, "homo_ev": [-5.72, -5.62], "multiplicity": 1, "gap_ev": [6.582, 6.385]}

4.
{"formula": "C4H12N2", "method": "ωB97M-V with the def2-TZVPD basis set", "species": ["C", "C", "C", "C", "N", "N", "H", "H", "H", "H", "H", "H", "H", "H", "H", "H", "H", "H"], "coordinates": [[-0.959556, 1.782171, 0.451723], [1.188558, -0.526602, 1.187304], [1.689036, -1.103802, -0.030190], [-0.530621, -0.674948, -1.058690], [0.350693, -1.820997, -0.702864], [-1.617171, 1.907404, -0.804260], [-1.014731, 2.739535, 0.999217], [0.113341, 1.539265, 0.352805], [1.038609, -1.235770, 1.994941], [1.521275, 0.466579, 1.456081], [1.971859, -0.411165, -0.821178], [2.347479, -1.967772, -0.095745], [-1.155390, -0.329855, -0.254327], [-1.135076, -0.891069, -1.941609], [0.172385, 0.100596, -1.339381], [-0.037235, -2.039080, 0.213688], [-2.502836, 1.400066, -0.727846], [-1.440618, 1.065443, 1.120331]], "forces_ev_per_a": [[-1.7609, 0.4731, -0.6059], [1.6834, 0.4406, 0.3251], [-2.1736, -0.9676, -2.6875], [0.9337, -0.1759, -1.1997], [0.7491, 1.2134, 1.7079], [0.6894, -0.3099, 1.0026], [0.4470, 0.0778, -0.0788], [0.3523, -0.1905, -0.0562], [-0.5734, 0.2554, 0.1198], [-0.2101, -0.0441, 0.1987], [0.3402, 0.2053, 0.3785], [0.2578, 0.0234, 0.9005], [-0.1143, -0.1088, 0.2534], [-0.0025, -0.2179, 0.0721], [-0.5029, 0.5318, -0.1813], [-0.3436, -1.1861, -0.3569], [0.0476, 0.1652, -0.1007], [0.1809, -0.1852, 0.3084]], "lowdin_charge": [-0.312, 0.050, -0.237, -0.193, -0.074, 0.002, 0.100, 0.056, 0.067, 0.047, 0.096, 0.105, 0.023, 0.078, 0.053, 0.050, 0.020, 0.069], "lumo_ev": -2.64, "de_lowest_ev": 8.014, "homo_ev": -6.98, "multiplicity": 1, "gap_ev": 4.340}

5.
{"formula": "C4H12N2", "method": "ωB97M-V with the def2-TZVPD basis set", "species": ["C", "C", "C", "C", "N", "N", "H", "H", "H", "H", "H", "H", "H", "H", "H", "H", "H", "H"], "coordinates": [[-0.810770, -1.302177, -1.729101], [0.092962, -0.939853, -0.508252], [0.116160, 0.551591, -0.500127], [-0.202479, 1.313874, 0.636787], [-0.028679, 0.927018, 1.954658], [-0.494128, -1.461420, 0.685274], [-0.343267, -1.099601, -2.697873], [-1.767773, -0.778792, -1.716716], [-1.002959, -2.369894, -1.666908], [1.089769, -1.317464, -0.821840], [0.156282, 1.066281, -1.459528], [-1.096217, 0.653498, 0.122833], [-0.050436, 2.378820, 0.496566], [2.559637, 0.991878, 0.721135], [2.568225, 1.732142, 0.671759], [-0.754175, 1.379194, 2.507112], [-0.278066, -0.079413, 1.957833], [0.245913, -1.645683, 1.346388]], "forces_ev_per_a": [[0.2120, -0.2491, -0.1940], [-0.5832, -0.6110, -0.4200], [0.1494, -0.3886, 0.2027], [2.9711, 0.5741, 0.2379], [-1.2509, -0.1278, 0.1522], [-0.1393, 0.2407, -0.1989], [0.1063, 0.1288, 0.0688], [-0.0770, -0.0148, 0.2292], [-0.0534, -0.0010, 0.0418], [0.0676, 0.2442, 0.3253], [-0.1667, 0.3100, 0.1893], [-1.1940, 0.1907, -0.6257], [-1.2049, 0.1786, -0.2871], [0.0647, 0.0358, 0.0085], [0.0989, -0.0303, -0.0155], [0.3898, 0.3381, 0.2607], [0.2882, -0.3341, -0.1477], [0.3214, -0.4845, 0.1726]], "lowdin_charge": [-0.091, -0.581, -0.057, -0.272, 0.057, -0.114, 0.069, 0.068, 0.070, 0.143, 0.137, 0.206, 0.138, 0.049, 0.049, 0.098, 0.052, -0.023], "lumo_ev": 0.08, "de_lowest_ev": 6.193, "homo_ev": -6.60, "multiplicity": 1, "gap_ev": 6.678}

6.
{"formula": "C4H12N2", "method": "ωB97M-V with the def2-TZVPD basis set", "species": ["C", "C", "N", "H", "H", "H", "H", "H", "C", "N", "C", "H", "H", "H", "H", "H", "H", "H"], "coordinates": [[-2.479753, 1.496363, -1.489428], [-1.482550, 1.376320, -0.627100], [-1.467271, 0.710607, 0.624620], [-3.384503, 0.909000, -1.546590], [-2.316104, 2.162044, -2.326056], [-0.545402, 1.876388, -0.823699], [-2.406573, 0.358651, 0.781856], [-0.852285, -0.112398, 0.552206], [1.368525, -1.704327, -0.420455], [0.966205, -1.130541, 0.865450], [1.651249, 0.107914, 1.145071], [0.975205, -1.065059, -1.206541], [2.434533, -1.922394, -0.445549], [0.882714, -2.678897, -0.508896], [1.113031, -1.765375, 1.636664], [2.734203, -0.006124, 1.322517], [1.296273, 0.530871, 2.089796], [1.512511, 0.856957, 0.376139]], "forces_ev_per_a": [[0.2180, 0.1694, -0.7991], [0.1883, -0.0831, 0.6923], [-0.5035, -0.5946, -0.9346], [-0.1683, 0.0632, 0.5980], [-0.0404, -0.0410, -0.1239], [0.1119, 0.2801, -0.1107], [0.0170, -0.0882, 0.2334], [0.1019, 0.3441, 0.5138], [-0.6395, -0.8139, 1.0815], [-0.1797, 0.2180, -0.4352], [0.6696, 0.2752, 1.2269], [0.4677, 0.0411, -0.2387], [0.3337, 0.4275, -0.5019], [-0.1247, 0.0707, -0.1609], [0.0007, -0.1868, -0.1239], [0.0203, -0.1140, -0.4194], [-0.2969, 0.0219, -0.2029], [-0.1759, 0.0105, -0.2946]], "lowdin_charge": [-0.030, -0.314, 0.027, 0.044, 0.037, 0.085, 0.070, 0.040, -0.129, -0.212, -0.169, 0.077, 0.072, 0.076, 0.102, 0.077, 0.080, 0.066], "lumo_ev": 1.07, "smiles": "C=CN.CNC", "de_lowest_ev": 1.463, "homo_ev": -8.46, "multiplicity": 1, "gap_ev": 9.529}